Density functional theory data (ωB97M-V with the def2-TZVPD basis set) for 5 unconnected molecules or ions with the total composition C43H79INO15S in a non-equilibrium geometry.

HOMO-LUMO gap (hartree): 0.3039
Strongest force on any atom (eV/A): 2.9
Total energy (hartree): -3564.80663
Spin multiplicity: 1
HOMO level (eV): -10.5
Charge: +1

Last columns: bonded neighbours and bond lengths (Å).
Cartesian coordinates (Å):
1 C -3.45 -6.36 -6.85  O2 1.414, H34 1.090, H35 1.084, H36 1.078
2 O -3.00 -5.22 -6.15  C1 1.414, C3 1.420
3 C -3.55 -3.99 -6.62  O2 1.420, C4 1.526, H37 1.088, H38 1.081
4 C -2.42 -2.97 -6.74  C3 1.526, C5 1.540, H39 1.077, H40 1.082
5 C -2.79 -1.58 -6.19  C4 1.540, C6 1.529, H41 1.083, H42 1.081
6 C -1.62 -0.97 -5.41  C5 1.529, C7 1.529, H43 1.079, H44 1.081
7 C -2.05 0.14 -4.45  C6 1.529, C8 1.526, H45 1.083, H46 1.084
8 C -1.14 1.36 -4.57  C7 1.526, C9 1.522, H47 1.086, H48 1.085
9 C -1.68 2.54 -3.76  C8 1.522, C10 1.537, H49 1.081, H50 1.083
10 C -1.53 2.31 -2.25  C9 1.537, C11 1.526, H51 1.084, H52 1.084
11 C -0.91 3.52 -1.56  C10 1.526, C12 1.543, H53 1.083, H54 1.083
12 C -0.34 3.26 -0.15  C11 1.543, C13 1.525, H55 1.075, H56 1.076
13 C -1.22 2.28 0.62  C12 1.525, C14 1.562, H57 1.077, H58 1.087
14 C -1.16 2.38 2.18  C13 1.562, S15 1.839, C16 1.551, N24 1.496
15 S 0.59 2.65 2.69  C14 1.839, H59 1.335
16 C -1.97 3.66 2.52  C14 1.551, O17 1.398, H60 1.086, H61 1.067
17 O -2.58 3.64 3.77  C16 1.398, C18 1.410
18 C -3.37 2.50 4.06  O17 1.410, C19 1.510, H62 1.085, H63 1.079
19 C -3.20 1.33 3.12  C18 1.510, C20 1.532, N24 1.507, H64 1.076
20 C -4.10 1.27 1.88  C19 1.532, C21 1.537, H65 1.080, H66 1.079
21 C -5.04 2.46 1.63  C20 1.537, C22 1.533, H67 1.078, H68 1.082
22 C -5.57 2.40 0.20  C21 1.533, I23 2.145, H69 1.073, H70 1.078
23 I -5.48 4.27 -0.86  C22 2.145
24 N -1.75 1.14 2.76  C14 1.496, C19 1.507, C25 1.494, H71 1.021
25 C -0.96 0.48 3.85  N24 1.494, C26 1.534, H72 1.073, H73 1.079
26 C 0.13 -0.45 3.30  C25 1.534, C27 1.535, H74 1.083, H75 1.077
27 C 1.30 -0.49 4.29  C26 1.535, C28 1.546, H76 1.083, H77 1.077
28 C 2.63 0.01 3.68  C27 1.546, C29 1.541, H78 1.075, H79 1.079
29 C 3.37 1.01 4.59  C28 1.541, C30 1.534, H80 1.081, H81 1.083
30 C 4.85 0.65 4.81  C29 1.534, C31 1.516, H82 1.079, H83 1.084
31 C 5.62 1.93 5.06  C30 1.516, O32 1.416, H84 1.088, H85 1.086
32 O 5.83 2.58 3.82  C31 1.416, C33 1.428
33 C 7.13 3.16 3.74  O32 1.428, H86 1.083, H87 1.076, H88 1.087
34 H -4.41 -6.72 -6.48  C1 1.090
35 H -3.55 -6.18 -7.91  C1 1.084
36 H -2.72 -7.14 -6.71  C1 1.078
37 H -4.29 -3.66 -5.89  C3 1.088
38 H -4.01 -4.12 -7.58  C3 1.081
39 H -1.54 -3.34 -6.24  C4 1.077
40 H -2.18 -2.86 -7.79  C4 1.082
41 H -2.98 -0.93 -7.04  C5 1.083
42 H -3.67 -1.63 -5.56  C5 1.081
43 H -1.15 -1.76 -4.84  C6 1.079
44 H -0.91 -0.59 -6.12  C6 1.081
45 H -1.96 -0.21 -3.43  C7 1.083
46 H -3.06 0.49 -4.62  C7 1.084
47 H -1.12 1.64 -5.62  C8 1.086
48 H -0.13 1.14 -4.25  C8 1.085
49 H -2.71 2.70 -4.05  C9 1.081
50 H -1.12 3.43 -4.01  C9 1.083
51 H -1.00 1.39 -2.01  C10 1.084
52 H -2.53 2.21 -1.85  C10 1.084
53 H -1.67 4.29 -1.46  C11 1.083
54 H -0.11 3.95 -2.15  C11 1.083
55 H 0.66 2.87 -0.26  C12 1.075
56 H -0.33 4.22 0.33  C12 1.076
57 H -2.22 2.52 0.29  C13 1.077
58 H -0.93 1.28 0.31  C13 1.087
59 H 0.76 3.94 2.40  S15 1.335
60 H -2.65 3.90 1.70  C16 1.086
61 H -1.27 4.46 2.55  C16 1.067
62 H -3.05 2.16 5.04  C18 1.085
63 H -4.40 2.77 4.19  C18 1.079
64 H -3.47 0.48 3.72  C19 1.076
65 H -3.54 1.11 0.98  C20 1.080
66 H -4.74 0.40 1.96  C20 1.079
67 H -4.64 3.43 1.88  C21 1.078
68 H -5.90 2.33 2.27  C21 1.082
69 H -6.59 2.08 0.21  C22 1.073
70 H -5.02 1.65 -0.34  C22 1.078
71 H -1.78 0.47 2.00  N24 1.021
72 H -0.58 1.18 4.56  C25 1.073
73 H -1.60 -0.16 4.44  C25 1.079
74 H 0.47 -0.11 2.33  C26 1.083
75 H -0.30 -1.44 3.21  C26 1.077
76 H 1.11 0.13 5.16  C27 1.083
77 H 1.44 -1.50 4.66  C27 1.077
78 H 2.45 0.50 2.74  C28 1.075
79 H 3.28 -0.84 3.54  C28 1.079
80 H 3.34 1.98 4.13  C29 1.081
81 H 2.93 1.08 5.58  C29 1.083
82 H 5.25 0.13 3.96  C30 1.079
83 H 4.93 0.05 5.71  C30 1.084
84 H 5.03 2.55 5.73  C31 1.088
85 H 6.57 1.70 5.54  C31 1.086
86 H 7.27 3.81 4.60  C33 1.083
87 H 7.16 3.72 2.82  C33 1.076
88 H 7.85 2.35 3.74  C33 1.087
89 C -1.67 -11.49 -3.64  C90 1.507, H96 1.090, H97 1.091, H98 1.089
90 C -1.49 -10.87 -5.00  C89 1.507, C91 1.511, O95 1.440, H99 1.094
91 C -1.22 -9.39 -5.01  C90 1.511, O92 1.435, H100 1.087, H101 1.092
92 O -1.73 -9.00 -6.29  C91 1.435, C93 1.361
93 C -2.71 -9.89 -6.62  O92 1.361, O94 1.186, O95 1.357
94 O -3.46 -9.75 -7.53  C93 1.186
95 O -2.71 -10.94 -5.77  C90 1.440, C93 1.357
96 H -0.72 -11.51 -3.10  C89 1.090
97 H -2.39 -10.93 -3.05  C89 1.091
98 H -2.04 -12.51 -3.73  C89 1.089
99 H -0.72 -11.41 -5.56  C90 1.094
100 H -0.17 -9.14 -4.92  C91 1.087
101 H -1.79 -8.85 -4.24  C91 1.092
102 C 0.44 -6.47 5.54  C103 1.507, H109 1.089, H110 1.091, H111 1.089
103 C 0.73 -5.73 4.27  C102 1.507, C104 1.510, O108 1.443, H112 1.093
104 C 0.92 -4.23 4.42  C103 1.510, O105 1.439, H113 1.087, H114 1.093
105 O 0.54 -3.75 3.12  C104 1.439, C106 1.363
106 C -0.35 -4.64 2.61  O105 1.363, O107 1.187, O108 1.351
107 O -0.99 -4.45 1.63  C106 1.187
108 O -0.39 -5.77 3.36  C103 1.443, C106 1.351
109 H 1.32 -6.51 6.18  C102 1.089
110 H -0.38 -6.00 6.09  C102 1.091
111 H 0.13 -7.49 5.32  C102 1.089
112 H 1.59 -6.17 3.76  C103 1.093
113 H 1.94 -3.95 4.66  C104 1.087
114 H 0.24 -3.80 5.17  C104 1.093
115 C 7.61 2.45 0.23  C116 1.507, H122 1.090, H123 1.091, H124 1.090
116 C 9.11 2.55 0.36  C115 1.507, C117 1.511, O121 1.438, H125 1.095
117 C 9.80 3.38 -0.70  C116 1.511, O118 1.433, H126 1.087, H127 1.092
118 O 11.10 2.80 -0.72  C117 1.433, C119 1.359
119 C 10.98 1.50 -0.33  O118 1.359, O120 1.185, O121 1.362
120 O 11.84 0.69 -0.41  C119 1.185
121 O 9.74 1.28 0.17  C116 1.438, C119 1.362
122 H 7.13 3.40 0.46  C115 1.090
123 H 7.33 2.15 -0.79  C115 1.091
124 H 7.22 1.68 0.90  C115 1.090
125 H 9.37 2.90 1.36  C116 1.095
126 H 9.85 4.44 -0.45  C117 1.087
127 H 9.34 3.26 -1.69  C117 1.092
128 C -3.87 8.22 -0.62  C129 1.497, H135 1.090, H136 1.090, H137 1.086
129 C -3.09 7.71 0.55  C128 1.497, C130 1.510, O134 1.443, H138 1.094
130 C -2.39 8.78 1.36  C129 1.510, O131 1.435, H139 1.086, H140 1.091
131 O -1.29 8.05 1.92  C130 1.435, C132 1.345
132 C -1.01 7.03 1.08  O131 1.345, O133 1.190, O134 1.352
133 O -0.05 6.34 1.17  C132 1.190
134 O -1.96 6.90 0.14  C129 1.443, C132 1.352
135 H -4.75 8.75 -0.29  C128 1.090
136 H -3.25 8.89 -1.23  C128 1.090
137 H -4.18 7.40 -1.27  C128 1.086
138 H -3.72 7.08 1.19  C129 1.094
139 H -3.01 9.20 2.14  C130 1.086
140 H -1.98 9.58 0.74  C130 1.091